Below is a cluster of 2 separate species, C5H14 in total at a distorted geometry, with properties calculated with ωB97M-V with the def2-TZVPD basis set.

Atoms and positions in Å:
C -1.193 1.372 -1.214
C -1.301 1.094 0.284
C -2.349 0.040 0.569
H -1.135 0.428 -1.751
H -0.291 1.934 -1.447
H -2.046 1.936 -1.605
H -0.330 0.790 0.667
H -1.544 2.029 0.811
H -3.272 0.240 0.020
H -1.992 -0.938 0.226
H -2.632 -0.045 1.619
C 2.177 -0.867 -0.492
C 2.531 -1.552 0.851
H 2.691 -1.350 -1.316
H 1.116 -0.975 -0.738
H 2.374 0.201 -0.471
H 3.114 -2.447 0.676
H 3.031 -0.838 1.510
H 1.613 -1.831 1.384

Atoms 1-2, force components in eV/Å:
0.153 0.034 0.063
-0.206 0.672 -0.001

Results
SMILES string: CCC.CC
Orbital gap, eV: 12.57
Energy relative to the best compared isomer or geometry (same formula, charge and spin), kcal/mol: 3.8
Calculated total energy, Ha: -198.88316

Mulliken analysis output, partial charges in e: -1.171 -0.063 -1.154 0.292 0.308 0.386 0.169 0.297 0.321 0.282 0.333 -0.669 -0.836 0.362 0.075 0.252 0.316 0.243 0.255